C4H9N3O2 | ωB97M-V with the def2-TZVPD basis set

## Properties
Energy relative to the best compared isomer or geometry (same formula, charge and spin) ... 8.078 eV
Highest occupied orbital energy (spin up / spin down) ... -8.84 / -8.84 eV
E_LUMO (spin up / spin down) ... -0.93 / -0.93 eV
Frontier orbital gap (spin up / spin down) ... 7.9 / 7.9 eV

Bonds (Å) are listed after each position.
Atoms and positions in Å:
1 C -0.9102 1.6672 1.2127  N2 1.454, H14 1.087, H15 1.097, H16 1.090
2 N -0.6845 0.5446 0.3168  C1 1.454, C4 1.482, N6 1.414
3 N 0.9927 -1.4976 0.2471  C4 1.573, O8 1.406, H11 1.014
4 C 0.7016 0.0455 0.1546  N2 1.482, N3 1.573, C5 1.490, O9 1.274
5 C 0.7079 -0.1503 -1.3228  C4 1.490, C7 1.291
6 N -1.7994 -0.3187 0.2155  N2 1.414, H12 1.017, H13 1.013
7 C 0.5338 -0.1582 -2.6022  C5 1.291, H17 1.086, H18 1.086
8 O 1.9234 -1.7130 1.2783  N3 1.406, H10 0.996
9 O 1.6382 0.7286 0.6826  C4 1.274
10 H 2.2570 -0.7807 1.3883  O8 0.996
11 H 0.2297 -2.1606 0.3331  N3 1.014
12 H -1.7128 -1.1239 0.8303  N6 1.017
13 H -1.9367 -0.6215 -0.7416  N6 1.013
14 H -0.0135 2.2809 1.2271  C1 1.087
15 H -1.1085 1.3219 2.2347  C1 1.097
16 H -1.7673 2.2389 0.8583  C1 1.090
17 H -0.1252 0.5582 -3.0835  C7 1.086
18 H 1.0739 -0.8612 -3.2295  C7 1.086